(1)
{
  "formula": "C20H24N4O2",
  "method": "ωB97M-V/def2-TZVPD",
  "species": ["C", "C", "C", "O", "C", "C", "C", "C", "C", "C", "C", "N", "N", "C", "N", "N", "C", "C", "C", "O", "C", "C", "C", "C", "C", "C", "H", "H", "H", "H", "H", "H", "H", "H", "H", "H", "H", "H", "H", "H", "H", "H", "H", "H", "H", "H", "H", "H", "H", "H"],
  "coordinates": [[0.34050, 6.73295, 3.85176], [0.18418, 6.00991, 2.51852], [-1.26807, 5.68704, 2.11987], [-1.27446, 4.82141, 0.98451], [-1.01890, 3.47104, 1.10916], [-0.93467, 2.74231, 2.30148], [-0.62850, 1.39241, 2.32654], [-0.45544, 0.74557, 1.11687], [-0.56886, 1.43743, -0.07103], [-0.81820, 2.82082, -0.09027], [-0.49494, 0.47602, -1.18500], [-0.58968, 0.83294, -2.43968], [-0.33571, -0.08099, -3.42621], [-0.61168, 0.19959, -4.64562], [-0.35220, -0.68196, -5.60701], [-1.12390, 1.38373, -5.00161], [-0.18014, -0.82727, -0.56330], [0.08937, -2.07390, -1.11075], [0.35168, -3.15839, -0.24140], [0.61637, -4.35983, -0.88666], [1.11641, -5.42454, -0.09156], [1.26784, -6.63364, -0.95710], [1.81498, -7.76455, -0.07276], [0.32597, -2.92106, 1.16828], [0.04864, -1.66696, 1.71457], [-0.15334, -0.64155, 0.83036], [-0.02392, 6.08870, 4.66028], [-0.19821, 7.66902, 3.82923], [1.41020, 6.92811, 3.99256], [0.76168, 5.04619, 2.51565], [0.62660, 6.62385, 1.71793], [-1.78107, 5.24028, 2.95555], [-1.81153, 6.61627, 1.85623], [-1.07207, 3.25434, 3.24281], [-0.59585, 0.93944, 3.31019], [-0.87479, 3.34839, -1.01511], [0.26870, -1.40017, -5.23867], [-0.10465, -0.27524, -6.50127], [-1.83493, 1.36807, -5.70264], [-1.29380, 1.86848, -4.11071], [0.02373, -2.25677, -2.18453], [2.09725, -5.17266, 0.36019], [0.42218, -5.69952, 0.71034], [1.96074, -6.45275, -1.73655], [0.27754, -6.86727, -1.34001], [1.92296, -8.66190, -0.70521], [1.13044, -8.00064, 0.77985], [2.80141, -7.51560, 0.34250], [0.51062, -3.75254, 1.83334], [0.02953, -1.45462, 2.77612]],
  "forces_ev_per_a": [[0.31, -0.76, -0.40], [0.26, -0.58, -0.61], [0.91, 0.21, -0.02], [-0.34, -0.01, 0.13], [0.21, 0.41, 0.13], [-0.01, 0.87, 0.27], [-0.28, 0.57, -0.06], [0.17, 0.05, 0.86], [-0.90, 1.52, -0.48], [0.12, -1.51, -0.08], [0.69, 0.06, -2.21], [-0.27, 0.44, 0.60], [0.95, -2.01, 1.96], [-0.30, 1.36, 1.25], [0.72, -1.50, -0.94], [-0.22, 1.31, 0.65], [0.33, -0.73, -0.10], [-0.33, -0.51, 0.05], [-0.04, 0.99, 0.38], [-0.12, 0.80, 1.05], [0.24, 0.28, 0.20], [-0.29, -0.52, 1.48], [-0.45, -0.58, -0.15], [0.17, -1.17, -0.91], [0.33, -0.26, -0.80], [-0.46, -0.04, -0.19], [0.06, 0.32, 0.04], [-0.16, 0.31, 0.23], [-0.29, 0.09, 0.25], [-0.49, 0.78, 0.11], [-0.12, -0.21, 0.16], [-0.38, -0.28, 0.38], [0.24, -0.63, -0.13], [-0.04, 0.05, 0.08], [0.17, -0.37, -0.23], [-0.08, 0.32, -0.46], [-0.22, 0.02, -0.53], [0.05, -0.27, 0.21], [-0.35, 0.28, -0.16], [-0.41, 0.35, -0.80], [0.18, 0.16, 0.40], [-0.42, 0.19, -0.10], [-0.05, 0.33, 0.09], [0.51, 0.26, -1.04], [0.06, -0.24, -0.32], [0.02, 0.16, 0.50], [0.50, 0.15, -0.69], [-0.25, -0.02, -0.13], [0.04, -0.06, 0.05], [0.04, -0.37, 0.03]],
  "multiplicity": 1,
  "smiles": "CCCOc1ccc2c(c1)C(=NN=C(N)N)c1cc(OCCC)ccc1-2",
  "homo_energy_ev": -7.3688,
  "total_charge": 0,
  "e_tot_ha": -1145.99192
}

***

(2)
{
  "formula": "C3H9NO2S",
  "method": "ωB97M-V/def2-TZVPD",
  "species": ["N", "C", "C", "O", "C", "S", "H", "H", "H", "H", "H", "H", "H", "O", "H", "H"],
  "coordinates": [[0.67779, -0.13026, -0.16862], [-0.74631, 0.24426, 0.25433], [-0.88134, -0.64122, 1.59177], [-1.12113, -1.80477, 1.47329], [-1.19052, 1.61549, 0.72355], [-0.14629, 2.75664, -0.22033], [1.28171, 0.77521, -0.17106], [1.16670, -0.74681, 0.38372], [-1.47276, -0.02377, -0.52428], [-0.37321, -0.26991, 2.45203], [-1.08094, 1.84602, 1.79224], [-2.26919, 1.77535, 0.61085], [-0.87083, 2.73507, -1.28328], [2.62049, -4.30895, -2.58861], [2.94005, -3.74138, -3.29186], [3.18858, -3.94555, -1.75800]],
  "forces_ev_per_a": [[-1.12, 5.47, -1.42], [-0.20, -2.26, 2.73], [0.64, -0.89, -4.12], [-0.80, -0.74, 0.82], [1.03, 0.93, -0.29], [0.38, 1.47, 1.38], [-1.47, -2.00, -0.25], [0.63, -1.95, 1.87], [0.50, -0.57, 0.23], [0.17, 0.95, 1.32], [0.72, -0.27, -0.20], [0.30, -0.12, -0.64], [-0.78, -0.02, -1.41], [2.13, 1.26, 3.25], [0.00, 0.13, -0.30], [-2.14, -1.40, -2.95]],
  "multiplicity": 1,
  "smiles": "N[C@@H](C=O)CS.O",
  "homo_energy_ev": -9.1564,
  "total_charge": 0,
  "e_tot_ha": -723.04416
}

***

(3)
{
  "formula": "C8H21I2OP2Ru",
  "method": "ωB97M-V/def2-TZVPD",
  "species": ["C", "I", "H", "H", "H", "Ru", "P", "C", "C", "H", "H", "H", "H", "H", "H", "C", "H", "H", "H", "P", "C", "C", "H", "H", "H", "C", "H", "H", "H", "H", "H", "H", "C", "O", "I"],
  "coordinates": [[-0.40680, 0.23435, -3.28487], [1.47198, -0.31799, -2.02989], [0.06521, 0.50296, -4.25305], [-0.97876, 1.08254, -2.87968], [-0.99710, -0.69273, -3.42288], [-0.09205, -0.06194, -0.14696], [0.16474, 2.17892, 0.25238], [-1.41473, 3.07480, 0.07627], [0.88619, 2.78976, 1.82551], [1.04254, 3.87846, 1.77305], [1.15066, 4.07649, -0.90083], [1.85211, 2.29456, 1.99249], [2.29358, 2.70170, -0.78464], [-2.02934, 2.91057, 0.97096], [0.21365, 2.54781, 2.66240], [1.25058, 2.97928, -0.97812], [-1.21639, 4.14671, -0.05259], [0.97624, 2.66077, -1.99008], [-1.95019, 2.69368, -0.80374], [0.19874, -2.23303, 0.67356], [-1.37854, -3.13502, 0.59520], [1.31748, -3.29229, -0.33956], [1.83017, -2.00805, 2.45367], [1.05992, -3.62250, 2.49155], [0.17782, -2.17758, 3.10649], [0.87955, -2.54468, 2.34514], [2.34772, -2.91421, -0.27192], [1.29194, -4.32936, 0.03655], [-1.19164, -4.21548, 0.62481], [-1.89155, -2.88051, -0.33878], [0.99496, -3.27455, -1.38733], [-2.00594, -2.84166, 1.44179], [-1.80335, -0.15580, -0.73846], [-2.91525, -0.20894, -1.10293], [-1.19412, 0.15299, 2.38451]],
  "forces_ev_per_a": [[0.39, -0.30, -1.30], [0.08, 0.24, -2.13], [-0.12, -0.06, 0.65], [0.61, -0.35, 0.17], [0.53, 0.43, 0.45], [3.27, -0.14, 4.19], [0.23, 3.88, 0.05], [-0.03, -0.45, -0.02], [-0.04, -0.70, 0.05], [-0.15, -0.32, -0.16], [-0.05, -0.43, 0.09], [-0.17, 0.16, 0.08], [-0.16, 0.07, -0.07], [-0.01, 0.13, -0.21], [0.30, 0.28, -0.15], [0.14, -0.20, -0.27], [-0.03, -0.22, 0.09], [0.08, 0.26, 0.15], [0.00, 0.25, 0.21], [0.49, -3.63, 0.32], [-0.09, 0.36, -0.04], [0.10, 0.51, -0.29], [-0.14, -0.12, 0.09], [-0.20, 0.33, -0.22], [0.24, -0.25, 0.02], [-0.05, 0.70, -0.02], [-0.22, -0.17, -0.03], [-0.13, 0.45, 0.02], [0.01, 0.21, 0.06], [-0.01, -0.22, 0.17], [0.09, -0.17, 0.23], [-0.09, -0.12, -0.10], [-9.63, -0.53, -3.02], [4.52, 0.22, 1.45], [0.25, -0.09, -0.53]],
  "multiplicity": 5,
  "homo_energy_ev": [-19.7136, -20.9020],
  "total_charge": 3,
  "e_tot_ha": -1764.44665
}

***

Please write out number 3 again, unchanged.
{
  "formula": "C8H21I2OP2Ru",
  "method": "ωB97M-V/def2-TZVPD",
  "species": ["C", "I", "H", "H", "H", "Ru", "P", "C", "C", "H", "H", "H", "H", "H", "H", "C", "H", "H", "H", "P", "C", "C", "H", "H", "H", "C", "H", "H", "H", "H", "H", "H", "C", "O", "I"],
  "coordinates": [[-0.40680, 0.23435, -3.28487], [1.47198, -0.31799, -2.02989], [0.06521, 0.50296, -4.25305], [-0.97876, 1.08254, -2.87968], [-0.99710, -0.69273, -3.42288], [-0.09205, -0.06194, -0.14696], [0.16474, 2.17892, 0.25238], [-1.41473, 3.07480, 0.07627], [0.88619, 2.78976, 1.82551], [1.04254, 3.87846, 1.77305], [1.15066, 4.07649, -0.90083], [1.85211, 2.29456, 1.99249], [2.29358, 2.70170, -0.78464], [-2.02934, 2.91057, 0.97096], [0.21365, 2.54781, 2.66240], [1.25058, 2.97928, -0.97812], [-1.21639, 4.14671, -0.05259], [0.97624, 2.66077, -1.99008], [-1.95019, 2.69368, -0.80374], [0.19874, -2.23303, 0.67356], [-1.37854, -3.13502, 0.59520], [1.31748, -3.29229, -0.33956], [1.83017, -2.00805, 2.45367], [1.05992, -3.62250, 2.49155], [0.17782, -2.17758, 3.10649], [0.87955, -2.54468, 2.34514], [2.34772, -2.91421, -0.27192], [1.29194, -4.32936, 0.03655], [-1.19164, -4.21548, 0.62481], [-1.89155, -2.88051, -0.33878], [0.99496, -3.27455, -1.38733], [-2.00594, -2.84166, 1.44179], [-1.80335, -0.15580, -0.73846], [-2.91525, -0.20894, -1.10293], [-1.19412, 0.15299, 2.38451]],
  "forces_ev_per_a": [[0.39, -0.30, -1.30], [0.08, 0.24, -2.13], [-0.12, -0.06, 0.65], [0.61, -0.35, 0.17], [0.53, 0.43, 0.45], [3.27, -0.14, 4.19], [0.23, 3.88, 0.05], [-0.03, -0.45, -0.02], [-0.04, -0.70, 0.05], [-0.15, -0.32, -0.16], [-0.05, -0.43, 0.09], [-0.17, 0.16, 0.08], [-0.16, 0.07, -0.07], [-0.01, 0.13, -0.21], [0.30, 0.28, -0.15], [0.14, -0.20, -0.27], [-0.03, -0.22, 0.09], [0.08, 0.26, 0.15], [0.00, 0.25, 0.21], [0.49, -3.63, 0.32], [-0.09, 0.36, -0.04], [0.10, 0.51, -0.29], [-0.14, -0.12, 0.09], [-0.20, 0.33, -0.22], [0.24, -0.25, 0.02], [-0.05, 0.70, -0.02], [-0.22, -0.17, -0.03], [-0.13, 0.45, 0.02], [0.01, 0.21, 0.06], [-0.01, -0.22, 0.17], [0.09, -0.17, 0.23], [-0.09, -0.12, -0.10], [-9.63, -0.53, -3.02], [4.52, 0.22, 1.45], [0.25, -0.09, -0.53]],
  "multiplicity": 5,
  "homo_energy_ev": [-19.7136, -20.9020],
  "total_charge": 3,
  "e_tot_ha": -1764.44665
}